Formula: C4H8S3
Source: the OMol25 dataset
Level of theory: ωB97M-V with the def2-TZVPD basis set

```
15
Properties=species:S:1:pos:R:3:lowdin_charge:R:1
C -3.268 -0.208 0.174 -1.10
C 1.763 0.543 1.258 -0.12
C 0.886 -0.532 -0.846 -0.19
C 1.436 0.719 -0.225 -0.83
S -2.236 0.983 0.151 0.61
S -4.106 -1.210 -0.899 0.73
S 0.419 2.166 -0.713 0.58
H 2.535 1.106 1.639 0.05
H 0.877 0.812 1.704 0.03
H 1.825 -0.558 1.521 0.11
H 0.302 -0.399 -1.715 0.04
H 0.137 -0.919 -0.109 0.07
H 1.672 -1.281 -1.082 0.09
H 2.414 0.859 -0.757 0.10
H -4.654 -2.081 -0.101 -0.16
```

The HOMO energy (spin up / spin down) comes out at -0.2880 / -0.3302 Ha. The LUMO energy (spin up / spin down) is -1.70 / -0.81 eV.

Formula: C4H14NO3
Source: the OMol25 dataset
Level of theory: ωB97M-V with the def2-TZVPD basis set

```
22
Properties=species:S:1:pos:R:3:lowdin_charge:R:1
C -0.319 -1.431 0.807 -0.12
O 0.634 -2.478 0.743 0.04
C -0.175 -0.408 -0.403 -0.29
C -1.106 0.830 -0.131 -0.04
C -0.828 1.915 -1.165 -0.22
O -0.976 1.309 -2.440 -0.05
N 1.142 -0.030 -0.523 0.33
H -0.189 -0.855 1.734 0.13
H -1.299 -1.906 0.802 0.15
H 1.410 -2.054 0.388 0.09
H -0.532 -0.939 -1.291 0.16
H -0.855 1.217 0.858 0.12
H -2.148 0.517 -0.174 0.15
H 0.214 2.239 -1.013 0.13
H -1.539 2.734 -1.036 0.15
H -0.849 1.976 -3.129 0.11
H 0.429 -5.498 4.949 0.00
H 1.495 -0.105 -1.491 0.16
H 1.046 -5.530 4.545 0.00
H 2.026 1.516 2.191 0.07
H 1.458 0.828 0.900 -0.03
O 1.215 1.246 1.747 -0.04
```

The HOMO energy comes out at -0.5569 Ha. The LUMO energy is -9.34 eV. The charge is +1.

Formula: C20H33N3O3S
Source: the OMol25 dataset
Level of theory: ωB97M-V with the def2-TZVPD basis set

```
60
Properties=species:S:1:pos:R:3:lowdin_charge:R:1
C 0.843 5.880 1.108 -0.11
C 1.667 4.956 0.221 -0.27
C 1.625 3.513 0.715 -0.22
C 2.459 2.588 -0.170 -0.17
C 2.405 1.123 0.289 -0.23
C 3.196 0.211 -0.665 -0.09
C 3.980 -0.899 0.054 -0.36
O 4.791 -1.595 -0.861 -0.02
C 3.056 -1.879 0.783 -0.17
O 2.223 -2.489 -0.179 -0.14
C 1.363 -3.452 0.386 -0.20
C 0.427 -3.990 -0.697 -0.40
C -0.309 -5.227 -0.192 -0.08
C -0.560 -2.904 -1.114 -0.08
C 0.971 0.645 0.421 -0.46
O 0.502 0.121 1.413 0.07
N 0.229 0.790 -0.710 0.06
N -1.151 0.587 -0.642 0.03
C -1.961 1.590 -1.071 -0.82
S -1.358 2.879 -1.925 0.66
N -3.292 1.507 -0.837 0.05
C -4.043 0.468 -0.276 -0.24
C -5.197 0.795 0.434 -0.02
C -5.975 -0.202 0.991 -0.08
C -5.617 -1.532 0.844 -0.09
C -4.486 -1.860 0.115 -0.07
C -3.702 -0.870 -0.450 -0.04
H 1.214 5.861 2.131 0.07
H 0.889 6.903 0.744 0.07
H -0.198 5.565 1.116 0.07
H 2.703 5.301 0.196 0.11
H 1.277 4.995 -0.798 0.10
H 1.996 3.464 1.741 0.12
H 0.585 3.178 0.728 0.10
H 3.500 2.915 -0.143 0.13
H 2.121 2.676 -1.206 0.11
H 2.843 1.063 1.291 0.15
H 3.924 0.807 -1.219 0.12
H 2.525 -0.259 -1.387 0.12
H 4.668 -0.452 0.780 0.15
H 4.203 -2.160 -1.379 0.09
H 3.667 -2.643 1.287 0.14
H 2.453 -1.363 1.540 0.12
H 1.961 -4.272 0.816 0.13
H 0.780 -2.995 1.199 0.14
H 1.043 -4.262 -1.560 0.14
H -0.983 -5.602 -0.959 0.08
H 0.391 -6.017 0.066 0.08
H -0.894 -4.983 0.692 0.08
H -0.021 -2.015 -1.431 0.07
H -1.185 -3.248 -1.934 0.08
H -1.196 -2.647 -0.269 0.07
H 0.468 1.472 -1.427 0.06
H -1.393 0.062 0.197 0.14
H -3.802 2.344 -1.089 0.12
H -5.477 1.832 0.547 0.11
H -6.864 0.062 1.543 0.11
H -6.223 -2.308 1.284 0.10
H -4.214 -2.895 -0.026 0.11
H -2.850 -1.135 -1.056 0.09
```

The SMILES is CCCC[C@H](C[C@H](O)COCC(C)C)C(=O)NNC(=S)Nc1ccccc1. The HOMO energy comes out at -0.3151 Ha. The LUMO energy is 0.59 eV.

Formula: C4H10O2
Source: the OMol25 dataset
Level of theory: ωB97M-V with the def2-TZVPD basis set

```
16
Properties=species:S:1:pos:R:3:lowdin_charge:R:1
C -0.257 2.947 -0.590 -0.12
O -0.731 1.704 -0.133 -0.19
C 0.295 0.752 0.035 -0.20
C -0.333 -0.568 0.516 -0.14
O 0.153 -1.609 -0.342 -0.19
C -0.256 -2.894 -0.231 -0.12
H -1.127 3.597 -0.719 0.09
H 0.431 3.417 0.131 0.09
H 0.264 2.859 -1.557 0.09
H 0.815 0.564 -0.918 0.13
H 1.045 1.129 0.751 0.13
H -0.066 -0.790 1.555 0.12
H -1.423 -0.466 0.439 0.13
H 0.878 -3.987 0.354 0.14
H -0.245 -3.500 0.728 -0.01
H -0.421 -3.310 -1.221 0.06
```

The HOMO energy comes out at -0.3128 Ha. The LUMO energy is 0.75 eV.

Formula: C4H12
Source: the OMol25 dataset
Level of theory: ωB97M-V with the def2-TZVPD basis set

```
16
Properties=species:S:1:pos:R:3:lowdin_charge:R:1
C -1.036 1.258 -0.555 -0.36
C -1.647 2.564 -0.069 -0.35
H -0.485 1.404 -1.490 0.03
H -0.360 0.860 0.213 0.02
H -1.757 0.452 -0.762 0.02
H -2.139 3.077 -0.897 0.03
H -2.379 2.540 0.732 0.03
H -0.863 3.273 0.204 0.03
C 1.157 -1.766 1.027 -0.36
C 1.518 -2.029 -0.424 -0.28
H 1.940 -1.297 1.628 0.03
H 0.283 -1.117 1.097 0.01
H 0.910 -2.689 1.575 0.04
H 1.955 -1.137 -0.891 0.04
H 2.261 -2.818 -0.578 0.04
H 0.617 -2.297 -0.976 0.04
```

The HOMO energy (spin up / spin down) comes out at 0.0574 / -0.2872 Ha. The LUMO energy (spin up / spin down) is 4.25 / 4.45 eV. As for the spin multiplicity: 2. As for the expectation value of S²: 0.750. The charge is -1.

Formula: CH2BrP
Source: the OMol25 dataset
Level of theory: ωB97M-V with the def2-TZVPD basis set

```
5
Properties=species:S:1:pos:R:3:lowdin_charge:R:1
C -0.506 0.284 0.192 -0.22
P -2.340 1.406 -0.014 0.29
Br -3.746 -0.261 0.081 0.06
H 0.379 0.870 0.075 -0.06
H -0.578 -0.769 0.033 -0.06
```

The SMILES is C=PBr. The HOMO energy (spin up / spin down) comes out at -0.3395 / -0.3160 Ha. The LUMO energy (spin up / spin down) is -1.13 / -0.38 eV.

Formula: C30H53BN8O4OsPSb
Source: the OMol25 dataset
Level of theory: ωB97M-V with the def2-TZVPD basis set

```
99
Properties=species:S:1:pos:R:3:lowdin_charge:R:1
Os 0.146 -0.157 0.495 1.37
C 1.378 2.829 2.170 -0.02
C 0.035 2.839 1.538 -0.30
C -0.878 3.892 1.486 0.04
C -1.927 3.428 0.731 -0.01
N -1.672 2.162 0.346 0.03
N -0.460 1.789 0.862 -0.12
B -2.474 1.266 -0.604 -0.63
N -1.560 0.881 -1.824 0.08
C -1.828 0.699 -3.152 0.01
C -0.725 0.165 -3.739 0.09
C 0.243 -0.006 -2.685 -0.31
C 1.712 -0.081 -2.859 0.02
N -0.318 0.499 -1.534 -0.04
N -2.947 -0.029 0.031 0.01
C -4.068 -0.762 -0.126 -0.03
C -3.899 -1.961 0.520 0.03
C -2.601 -1.922 1.046 -0.30
C -1.922 -2.963 1.860 0.00
N -2.029 -0.751 0.737 -0.01
N -3.714 2.090 -1.072 0.04
C -4.906 2.285 -0.329 0.04
C -5.664 3.180 -1.003 0.06
C -4.915 3.521 -2.148 -0.18
C -5.194 4.444 -3.239 0.03
N -3.697 2.819 -2.127 0.21
H 1.803 3.830 2.154 0.11
H 1.321 2.515 3.214 0.07
H 2.053 2.164 1.633 0.06
H -0.767 4.869 1.922 0.14
H -2.830 3.936 0.437 0.13
H -2.779 0.975 -3.566 0.13
H -0.575 -0.086 -4.776 0.15
H 2.038 0.806 -3.408 0.12
H 2.230 -0.111 -1.901 0.08
H 1.983 -0.954 -3.446 0.11
H -4.918 -0.392 -0.678 0.14
H -4.617 -2.757 0.617 0.13
H -2.614 -3.772 2.082 0.10
H -1.070 -3.379 1.322 0.06
H -1.582 -2.546 2.810 0.07
H -5.053 1.767 0.606 0.15
H -6.637 3.557 -0.731 0.15
H -6.262 4.616 -3.362 0.11
H -4.736 5.415 -2.991 0.14
H -4.727 4.116 -4.167 0.11
C 3.838 -4.194 -2.609 0.00
C 3.114 -3.612 -1.412 -0.56
C 3.885 -2.464 -0.790 -0.02
C 2.756 -4.679 -0.397 -0.01
O 1.866 -3.015 -2.007 -0.15
P 0.481 -2.733 -1.367 0.35
O -0.329 -1.897 -2.351 -0.17
O 0.703 -1.987 -0.005 -0.50
O -0.270 -4.023 -0.965 -0.15
C -1.015 -5.013 -1.841 -0.55
C -1.061 -6.269 -0.996 0.00
C -0.253 -5.213 -3.133 -0.01
C -2.392 -4.424 -2.063 -0.01
H 4.771 -4.654 -2.282 0.11
H 4.078 -3.419 -3.335 0.10
H 3.233 -4.959 -3.094 0.09
H 4.827 -2.839 -0.387 0.11
H 3.321 -2.006 0.026 0.06
H 4.125 -1.706 -1.536 0.09
H 3.680 -5.082 0.019 0.11
H 2.213 -5.501 -0.859 0.09
H 2.163 -4.278 0.426 0.07
H -0.060 -6.649 -0.800 0.09
H -1.617 -7.040 -1.529 0.11
H -1.564 -6.084 -0.047 0.09
H 0.747 -5.603 -2.948 0.09
H -0.182 -4.288 -3.708 0.09
H -0.787 -5.942 -3.743 0.11
H -2.905 -4.278 -1.112 0.08
H -2.985 -5.116 -2.660 0.11
H -2.330 -3.474 -2.594 0.08
C 2.110 -3.214 4.427 -0.15
C 1.706 -2.823 3.008 -0.40
Sb 1.224 -0.751 2.899 1.42
C -0.110 -0.408 4.528 -0.39
C -1.075 0.753 4.320 -0.17
C 3.118 0.105 3.429 -0.39
C 3.167 0.650 4.850 -0.16
H 2.399 -4.264 4.460 0.09
H 1.293 -3.079 5.136 0.07
H 2.965 -2.635 4.780 0.07
H 0.857 -3.401 2.647 0.04
H 2.524 -2.972 2.301 0.04
H 0.501 -0.268 5.420 0.06
H -0.651 -1.346 4.667 0.05
H -0.556 1.712 4.282 0.06
H -1.782 0.806 5.148 0.09
H -1.649 0.641 3.397 0.05
H 3.381 0.865 2.695 0.04
H 3.829 -0.713 3.300 0.06
H 2.438 1.445 5.018 0.06
H 4.155 1.063 5.054 0.09
H 2.982 -0.130 5.590 0.07
```

The HOMO energy (spin up / spin down) comes out at -0.6058 / -0.6244 Ha. The LUMO energy (spin up / spin down) is -7.73 / -11.71 eV. As for the spin multiplicity: 6. As for the expectation value of S²: 8.792. The charge is +3.

no.,largest force on an atom (hartree/bohr),energy (eV)
1,0.0700,-36779.682
2,0.0738,-11994.546
3,0.0115,-42724.058
4,0.0539,-8400.225
5,0.0207,-4340.876
6,0.1077,-80397.905
7,0.0075,-71029.218